Computed, not measured: a molecular structure, C35H72HgNO17S7 in a non-equilibrium geometry, with ωB97M-V/def2-TZVPD.

Each line ends with the Mulliken charge.
Cartesian coordinates (Å):
Hg  -4.5966  -1.0714  1.7286  0.65
O  -0.6624  2.1883  -1.0520  -0.37
C  -1.5110  1.3544  -0.4632  0.82
O  -1.6224  1.2393  0.7550  -0.35
O  -2.1721  0.5735  -1.1303  -0.37
H  -1.0108  1.9250  -1.9070  0.33
C  6.4433  4.1296  -1.4049  -0.98
C  7.5797  3.7782  -2.4181  -0.81
N  8.8133  4.5347  -2.3870  0.06
C  8.6278  5.9927  -2.7656  -0.46
C  10.0303  6.5130  -3.2396  -1.29
C  9.6173  4.3732  -1.1442  -0.39
C  9.6810  2.8798  -0.7364  -1.34
H  5.7927  3.2729  -1.2293  0.34
H  5.8249  4.9649  -1.7331  0.33
H  7.0043  4.4098  -0.5134  0.26
H  7.8476  2.7220  -2.4440  0.45
H  7.1441  3.7933  -3.4172  0.46
H  7.8868  6.0371  -3.5638  0.44
H  8.1977  6.6150  -1.9809  0.31
H  10.5404  5.7818  -3.8667  0.33
H  10.0382  7.3870  -3.8909  0.41
H  10.5795  6.8368  -2.3555  0.33
H  9.1166  4.9787  -0.3887  0.39
H  10.5850  4.8257  -1.3613  0.39
H  10.4127  2.7251  0.0566  0.40
H  9.9859  2.2753  -1.5906  0.36
H  8.7499  2.4977  -0.3178  0.30
C  -3.6155  7.1443  2.9852  -0.71
C  -4.4544  7.0770  1.6587  -0.59
C  -5.8412  6.4197  2.0248  -0.64
S  -5.4157  5.2700  3.4537  1.04
O  -5.3788  3.8994  2.9751  -0.63
O  -6.2220  5.5003  4.6769  -0.65
C  -3.7072  5.8566  3.7677  -0.55
H  -3.8881  8.0353  3.5508  0.31
H  -2.5529  7.3171  2.8146  0.37
H  -3.9821  6.4835  0.8759  0.29
H  -4.6407  8.0231  1.1507  0.34
H  -6.2787  5.8448  1.2086  0.38
H  -6.5513  7.1266  2.4538  0.36
H  -2.9832  5.2968  3.1757  0.28
H  -3.5359  5.8512  4.8442  0.39
C  0.9814  -7.0973  4.3293  -0.63
C  -0.4992  -7.6249  4.3360  -0.66
C  -1.1042  -7.2666  2.9730  -0.62
S  -0.3580  -5.6596  2.4649  1.09
O  -1.3112  -4.5837  2.7391  -0.65
O  0.2590  -5.7913  1.1383  -0.64
C  0.9506  -5.6482  3.7483  -0.70
H  1.4387  -7.7356  3.5734  0.30
H  1.4947  -7.0879  5.2909  0.36
H  -0.9798  -7.1575  5.1955  0.30
H  -0.5294  -8.6704  4.6428  0.36
H  -2.1400  -6.9762  3.1489  0.35
H  -0.9414  -8.0129  2.1955  0.37
H  0.5268  -4.9814  4.4992  0.34
H  1.8333  -5.1435  3.3556  0.41
C  -5.5720  -1.1963  10.0243  -0.56
C  -4.8917  -2.4929  9.6736  -0.66
C  -3.5382  -2.1772  8.9594  -0.64
S  -3.8658  -0.5654  8.1041  1.08
O  -3.9837  -0.8488  6.6692  -0.65
O  -2.9849  0.4956  8.5988  -0.63
C  -5.5450  -0.2216  8.7919  -0.69
H  -5.0262  -0.6889  10.8198  0.31
H  -6.5497  -1.5053  10.3939  0.33
H  -5.4641  -3.0846  8.9593  0.31
H  -4.7363  -3.1879  10.4988  0.35
H  -3.2549  -2.9359  8.2299  0.36
H  -2.7817  -2.0433  9.7326  0.36
H  -6.1894  -0.6500  8.0243  0.34
H  -5.7373  0.8391  8.9531  0.41
C  -4.8106  1.1113  -8.1569  -0.66
C  -4.4197  1.4486  -9.5398  -0.52
C  -2.9376  1.9577  -9.4315  -0.72
S  -2.7878  2.8713  -7.7511  1.01
O  -2.8949  4.3290  -7.9342  -0.62
O  -1.6681  2.3453  -6.9811  -0.59
C  -4.4625  2.1984  -7.2045  -0.64
H  -4.2036  0.2936  -7.7684  0.29
H  -5.7992  0.6833  -7.9912  0.38
H  -5.0068  2.2925  -9.9019  0.28
H  -4.5849  0.5872  -10.1870  0.31
H  -2.5516  2.6433  -10.1860  0.42
H  -2.2556  1.1075  -9.4409  0.35
H  -5.2823  2.8901  -7.3981  0.33
H  -4.3678  1.8858  -6.1646  0.40
C  3.9051  1.6649  4.5924  -0.49
C  5.3066  1.4624  5.2245  -0.63
C  5.2546  0.3329  6.2661  -0.65
S  3.6120  0.4671  7.0923  1.01
O  3.7491  1.0940  8.4196  -0.62
O  2.8777  -0.7896  7.0167  -0.61
C  2.9601  1.7028  5.7870  -0.77
H  3.6738  0.8596  3.8952  0.30
H  3.8061  2.6240  4.0840  0.29
H  5.7089  2.3947  5.6208  0.33
H  6.0034  1.2067  4.4263  0.32
H  5.9865  0.1864  7.0605  0.42
H  5.1718  -0.6048  5.7166  0.32
H  3.0644  2.6810  6.2564  0.36
H  1.8934  1.5697  5.6066  0.44
C  3.8416  -1.6646  -5.4502  -0.53
C  3.8743  -1.3934  -6.9373  -0.63
C  2.9444  -2.3794  -7.6228  -0.63
S  1.7311  -2.9466  -6.3675  1.04
O  1.8591  -4.3880  -6.0968  -0.64
O  0.4233  -2.4854  -6.7801  -0.62
C  2.4571  -1.9348  -5.0206  -0.71
H  4.1642  -0.7517  -4.9494  0.29
H  4.5007  -2.4763  -5.1422  0.32
H  4.8714  -1.2919  -7.3659  0.34
H  3.4389  -0.4029  -7.0691  0.28
H  3.4853  -3.2478  -7.9988  0.36
H  2.4591  -1.8961  -8.4708  0.36
H  2.1976  -2.2836  -4.0210  0.45
H  1.8925  -1.0069  -5.1121  0.32
C  -6.5024  -7.5600  -3.8740  -0.58
C  -5.0327  -7.4084  -4.1025  -0.58
C  -4.7997  -5.9170  -4.0780  -0.58
S  -6.1919  -5.1502  -3.1721  1.05
O  -7.0045  -4.3635  -4.0633  -0.63
O  -5.6798  -4.5891  -1.9105  -0.67
C  -7.0272  -6.6988  -2.7664  -0.70
H  -6.7687  -8.5839  -3.6116  0.35
H  -7.0422  -7.4186  -4.8103  0.31
H  -4.6250  -7.7627  -5.0493  0.28
H  -4.3654  -7.8392  -3.3560  0.30
H  -4.6795  -5.3911  -5.0251  0.39
H  -4.0172  -5.6662  -3.3617  0.31
H  -8.0979  -6.6273  -2.5754  0.42
H  -6.6232  -6.9493  -1.7855  0.34

Properties
**Largest force on an atom**: 3.26 eV Å⁻¹
**Net charge**: +1
**Energy above the lowest of the compared OMol25 structures with the same formula, charge and spin**: 1032.7 kJ/mol


Computed, not measured: 5 unconnected molecules or ions with the total composition C35H72O11P2S5 in a non-equilibrium geometry, with ωB97M-V/def2-TZVPD.

Each line ends with the Mulliken charge.
Cartesian coordinates (Å):
C  -3.2619  1.7251  2.5801  -0.62
C  -4.6474  2.4920  2.3075  -0.52
C  -5.4556  1.8948  1.0858  -0.75
C  -5.0105  2.4291  -0.3449  0.96
C  -4.5942  3.9580  -0.3952  -1.36
C  -3.0226  4.1236  -0.3602  -0.03
C  -2.3040  3.5003  -1.6659  0.74
C  -1.4518  4.5505  -2.4900  -1.14
C  0.0319  4.7717  -1.9969  -0.75
C  0.2864  4.5838  -0.4438  -0.68
C  0.7676  3.0939  -0.0963  1.89
C  1.3353  2.9495  1.3711  -1.04
C  1.6084  1.4568  1.8441  -0.78
C  1.3629  0.3390  0.7511  -0.05
C  -0.1487  -0.2224  0.7440  0.76
C  -0.2025  -1.8011  0.5953  -0.63
P  -0.1310  -2.4811  -1.1686  -0.32
C  -1.8985  -2.7931  -1.8252  -0.55
C  -2.8458  -1.4788  -1.3677  0.37
C  -3.2595  -0.4805  -2.6066  -0.60
O  -4.2314  -1.4706  -1.8986  -0.36
P  0.7227  -1.0017  -2.5631  0.84
O  0.1527  0.5739  -2.3489  -0.46
O  0.2498  -1.4850  -4.1415  -0.56
S  2.6650  -1.0043  -2.5360  -0.39
H  -3.5082  0.7809  3.1399  0.42
H  -2.6566  1.5655  1.6456  -0.24
H  -2.6401  2.3574  3.2907  0.30
H  -5.2788  2.2941  3.2344  0.39
H  -4.4927  3.6054  2.2767  0.27
H  -5.2633  0.7712  1.0835  0.26
H  -6.5803  1.9963  1.1918  0.32
H  -4.2214  1.7423  -0.7704  -1.02
H  -5.9178  2.3235  -1.0242  0.43
H  -5.0198  4.5677  0.4577  0.36
H  -4.9659  4.4626  -1.3420  0.39
H  -2.5192  3.6227  0.5210  -0.05
H  -2.7192  5.2141  -0.3122  0.51
H  -1.7666  2.5337  -1.4350  -0.88
H  -3.1759  3.2017  -2.3408  0.62
H  -2.0663  5.4995  -2.5855  0.37
H  -1.3877  4.1422  -3.5527  0.35
H  0.3122  5.8503  -2.2369  0.35
H  0.8073  4.1499  -2.5440  0.37
H  1.1909  5.2321  -0.1907  0.49
H  -0.5392  4.9424  0.2299  0.18
H  -0.0780  2.3671  -0.2287  -1.55
H  1.6405  2.8988  -0.8007  0.27
H  0.5617  3.3841  2.0884  0.51
H  2.2669  3.5751  1.5587  0.23
H  2.6807  1.3806  2.2502  0.12
H  0.9469  1.1960  2.7295  0.47
H  1.7241  0.6002  -0.2831  -0.11
H  1.9909  -0.5573  1.0679  0.46
H  -0.8239  0.3488  0.0482  -0.87
H  -0.5287  0.0059  1.7960  0.22
H  -1.1157  -2.1410  1.1608  0.05
H  0.6678  -2.2648  1.1515  0.71
H  -2.3885  -3.6653  -1.3090  0.25
H  -1.9389  -2.8240  -2.9446  0.48
H  -2.6251  -0.9895  -0.3323  0.07
H  -3.1487  0.5068  -2.0958  -0.14
H  -3.0100  -0.7537  -3.6562  0.38
H  -0.7968  0.6057  -2.1332  0.04
H  -0.4354  -0.8837  -4.4831  0.31
C  -8.0448  -1.7846  -3.8160  -0.65
C  -7.0660  -2.8082  -3.2350  0.00
C  -7.8693  -3.7518  -2.3363  -0.71
S  -9.5343  -3.7750  -2.9950  1.15
O  -10.4226  -3.1824  -2.0227  -0.65
O  -9.7957  -5.0667  -3.5874  -0.67
C  -9.2470  -2.5880  -4.2972  -0.73
H  -7.5960  -1.2103  -4.6279  0.37
H  -8.3520  -1.0829  -3.0347  0.31
H  -6.6077  -3.3769  -4.0499  0.32
H  -6.2600  -2.3260  -2.6786  -0.16
H  -7.4635  -4.7628  -2.3481  0.37
H  -7.9177  -3.3831  -1.3112  0.38
H  -10.1383  -1.9807  -4.4484  0.42
H  -9.0111  -3.1427  -5.2071  0.35
C  5.6205  3.6195  -0.2937  -0.90
C  6.9696  2.8937  -0.3128  -0.78
C  7.0380  2.0199  0.9407  -0.08
S  5.3467  1.6075  1.3551  1.28
O  5.0198  2.2205  2.6237  -0.69
O  5.1254  0.2016  1.1013  -0.71
C  4.5842  2.5567  0.0510  0.67
H  5.4027  4.0954  -1.2513  0.39
H  5.6300  4.3972  0.4764  0.34
H  7.0310  2.2632  -1.2047  0.34
H  7.8054  3.5942  -0.3493  0.38
H  7.5994  1.1049  0.7621  -0.35
H  7.4689  2.5613  1.7827  0.43
H  3.6416  2.9716  0.3968  -1.03
H  4.4125  1.8854  -0.7934  0.41
C  12.0868  -0.9360  1.8562  -0.54
C  10.8921  -1.8613  2.1019  -0.72
C  9.6209  -1.0465  1.8489  -0.57
S  10.0641  0.2149  0.6577  1.24
O  9.9583  1.5077  1.2939  -0.63
O  9.4240  -0.0748  -0.6049  -0.68
C  11.7918  -0.2191  0.5446  -0.78
H  13.0253  -1.4902  1.8074  0.35
H  12.1648  -0.2096  2.6706  0.28
H  10.9345  -2.7033  1.4048  0.30
H  10.9009  -2.2727  3.1125  0.32
H  8.8211  -1.6630  1.4397  0.41
H  9.2781  -0.5475  2.7560  0.37
H  12.3909  0.6789  0.4007  0.40
H  11.9110  -0.8913  -0.3071  0.34
C  -2.5554  -6.5966  2.7493  -0.56
C  -1.5464  -6.6054  3.9005  -0.59
C  -0.5184  -5.5066  3.6181  -0.75
S  -1.3662  -4.2673  2.6434  1.32
O  -0.7685  -4.2266  1.3271  -0.58
O  -1.5489  -3.0747  3.4392  -0.74
C  -2.9227  -5.1339  2.5325  -0.76
H  -3.4349  -7.2007  2.9765  0.37
H  -2.0896  -7.0035  1.8468  0.29
H  -2.0644  -6.3924  4.8402  0.29
H  -1.0633  -7.5780  4.0067  0.32
H  -0.1507  -5.0519  4.5373  0.37
H  0.3188  -5.8831  3.0294  0.36
H  -3.3843  -4.9450  1.5641  0.35
H  -3.5660  -4.7662  3.3339  0.37

Properties
**Largest force on an atom**: 5.26 eV Å⁻¹
**Net charge**: 0
**SMILES**: CCCCCCCCCCCCCCCCP(C[C@H]1CO1)P(O)(O)=S.O=S1(=O)CCCC1.O=S1(=O)CCCC1.O=S1(=O)CCCC1.O=S1(=O)CCCC1


Looking at gap between HOMO and LUMO for the records above, in order, we have 1.16; 8.52 eV.
Looking at LUMO for the records above, in order, we have -9.1546; 0.2461 eV.
Looking at HOMO energy for the records above, in order, we have -10.313; -8.273 eV.